No. 1
C2H4GdO | the ωB97M-V functional and the def2-TZVPD basis

Properties
charge = +3
multiplicity = 8
⟨S²⟩ = 16.29
F_max = 0.050 hartree/bohr
E = -918.0972 Ha
orbital gap (alpha / beta) = 9.614 / 5.378 eV

Each line ends with the Löwdin charge.
CARTESIAN COORDINATES (ANGSTROEM)
Gd: -2.78 -0.56 2.32  2.42
O: -0.89 0.05 1.00  -0.12
C: 0.90 0.42 -0.55  0.09
C: -0.29 -0.25 -0.03  -0.12
H: 1.65 0.62 0.21  0.16
H: -0.42 -1.27 -0.54  0.23
H: 0.56 1.33 -1.07  0.17
H: 1.28 -0.33 -1.34  0.17

No. 2
C2H2F3NO | the ωB97M-V functional and the def2-TZVPD basis

Properties
F_max = 0.106 hartree/bohr
energy above the lowest of the compared OMol25 structures with the same formula, charge and spin = 485.0 kJ/mol
E = -506.8493 Ha
orbital gap (alpha / beta) = 9.564 / 9.563 eV

Each line ends with the natural charge from an NBO analysis.
CARTESIAN COORDINATES (ANGSTROEM)
F: 2.31 -1.37 2.45  -0.34
F: 1.88 0.55 3.24  -0.29
F: 0.22 -0.66 2.58  -0.30
O: 1.10 1.71 0.46  -0.36
N: 1.33 0.54 0.47  0.16
C: 1.36 -0.51 -0.23  -0.25
C: 1.45 -0.30 2.40  0.98
H: 1.12 -0.52 -1.24  0.19
H: 1.51 -1.41 0.25  0.21

No. 3
C2H8NO4 | the ωB97M-V functional and the def2-TZVPD basis

Properties
charge = -1
F_max = 0.145 hartree/bohr
energy above the lowest of the compared OMol25 structures with the same formula, charge and spin = 534.7 kJ/mol
E = -436.6171 Ha
orbital gap = 8.425 eV

Each line ends with the natural charge from an NBO analysis.
CARTESIAN COORDINATES (ANGSTROEM)
O: -1.35 0.71 1.33  -0.71
O: -3.19 -0.69 -0.04  -1.00
O: -0.59 -0.05 -0.91  -0.74
O: 1.59 0.95 -1.87  -1.28
N: 1.81 -0.91 0.22  -0.87
C: -0.54 0.04 0.52  0.59
C: 0.82 -0.24 1.14  -0.17
H: -2.85 -0.28 0.73  0.47
H: 1.84 1.81 -1.51  0.41
H: 0.49 0.78 0.53  0.29
H: 1.76 -0.31 -0.59  0.43
H: -2.23 -0.40 -0.57  0.48
H: 1.43 -1.85 0.05  0.35
H: 0.01 0.57 -1.23  0.53
H: 1.00 -0.11 2.21  0.22

Please write out number 3 again, unchanged.
C2H8NO4 | the ωB97M-V functional and the def2-TZVPD basis

Properties
charge = -1
F_max = 0.145 hartree/bohr
energy above the lowest of the compared OMol25 structures with the same formula, charge and spin = 534.7 kJ/mol
E = -436.6171 Ha
orbital gap = 8.425 eV

Each line ends with the natural charge from an NBO analysis.
CARTESIAN COORDINATES (ANGSTROEM)
O: -1.35 0.71 1.33  -0.71
O: -3.19 -0.69 -0.04  -1.00
O: -0.59 -0.05 -0.91  -0.74
O: 1.59 0.95 -1.87  -1.28
N: 1.81 -0.91 0.22  -0.87
C: -0.54 0.04 0.52  0.59
C: 0.82 -0.24 1.14  -0.17
H: -2.85 -0.28 0.73  0.47
H: 1.84 1.81 -1.51  0.41
H: 0.49 0.78 0.53  0.29
H: 1.76 -0.31 -0.59  0.43
H: -2.23 -0.40 -0.57  0.48
H: 1.43 -1.85 0.05  0.35
H: 0.01 0.57 -1.23  0.53
H: 1.00 -0.11 2.21  0.22

- Which formula does entry 2 have?
  C2H2F3NO

- Number 2 is which compound?
  C2H2F3NO

- Number 1 is which compound?
  C2H4GdO